Entry from the Open Molecules 2025 dataset: 10 unconnected molecules or ions with the total composition C31H76ClIN3O11S (ωB97M-V/def2-TZVPD).

Last columns: bonded neighbours and bond lengths (Å).
Geometry (Å):
1 O 0.4659 3.0683 2.9624  C2 1.443, H22 0.963
2 C 0.7789 2.0633 3.9494  O1 1.443, C3 1.530, H23 1.098, H24 1.095
3 C 2.2845 1.8795 4.1470  C2 1.530, C4 1.537, H25 1.095, H26 1.093
4 C 3.0432 1.6648 2.8271  C3 1.537, C5 1.548, H27 1.095, H28 1.095
5 C 3.4585 3.0066 2.1760  C4 1.548, C6 1.550, H29 1.095, H30 1.094
6 C 3.3688 3.1560 0.6354  C5 1.550, C7 1.538, C20 1.532, H31 1.093
7 C 2.1473 4.0230 0.2846  C6 1.538, N8 1.506, H32 1.093, H33 1.092
8 N 1.6527 3.7572 -1.1126  C7 1.506, C9 1.522, H34 1.025, H35 1.022
9 C 1.1778 2.3303 -1.3447  N8 1.522, Cl10 1.773, C11 1.531, H36 1.090
10 Cl -0.5794 2.3635 -1.1124  C9 1.773
11 C 1.8913 1.3571 -0.4021  C9 1.531, C12 1.537, C20 1.535, H37 1.098
12 C 1.8736 -0.1019 -0.8854  C11 1.537, C13 1.526, H38 1.098, H39 1.095
13 C 0.5573 -0.6821 -1.3932  C12 1.526, S14 1.808, H40 1.092, H41 1.096
14 S -0.5092 -1.4738 -0.1674  C13 1.808, C15 1.740
15 C -1.3700 -0.1621 0.5856  S14 1.740, N16 1.294, O19 1.366
16 N -2.6161 0.1397 0.4146  C15 1.294, N17 1.392
17 N -2.8853 1.2050 1.2687  N16 1.392, C18 1.288
18 C -1.7814 1.4566 1.8829  N17 1.288, O19 1.353, H42 1.086
19 O -0.7692 0.6367 1.5170  C15 1.366, C18 1.353
20 C 3.3265 1.8337 -0.1378  C6 1.532, C11 1.535, I21 2.176, H43 1.090
21 I 4.4452 2.0375 -1.9934  C20 2.176
22 H -0.2211 2.7044 2.3947  O1 0.963
23 H 0.3352 1.1107 3.6318  C2 1.098
24 H 0.3138 2.3473 4.8995  C2 1.095
25 H 2.3829 0.9809 4.7658  C3 1.095
26 H 2.7176 2.7178 4.6984  C3 1.093
27 H 2.4188 1.0396 2.1795  C4 1.095
28 H 3.9600 1.1020 3.0334  C4 1.095
29 H 2.8545 3.8092 2.6122  C5 1.095
30 H 4.4908 3.2133 2.4727  C5 1.094
31 H 4.2520 3.7102 0.3080  C6 1.093
32 H 2.4242 5.0797 0.3235  C7 1.093
33 H 1.3049 3.8717 0.9621  C7 1.092
34 H 2.3713 4.0030 -1.8016  N8 1.025
35 H 0.8443 4.3581 -1.2871  N8 1.022
36 H 1.3861 2.0941 -2.3884  C9 1.090
37 H 1.3664 1.3953 0.5621  C11 1.098
38 H 2.1837 -0.7042 -0.0211  C12 1.098
39 H 2.6411 -0.2426 -1.6540  C12 1.095
40 H -0.0299 0.0181 -1.9920  C13 1.092
41 H 0.7701 -1.5190 -2.0676  C13 1.096
42 H -1.6383 2.2176 2.6442  C18 1.086
43 H 3.8595 1.0476 0.3966  C20 1.090
44 C -4.4033 2.9111 6.1266  C45 1.514, H47 1.090, H48 1.090, H49 1.092
45 C -2.9924 3.0649 5.5992  C44 1.514, O46 1.431, H50 1.090, H51 1.094
46 O -2.9502 3.0990 4.1696  C45 1.431, H52 0.963
47 H -4.8618 2.0051 5.7309  C44 1.090
48 H -4.4043 2.8571 7.2155  C44 1.090
49 H -5.0223 3.7614 5.8319  C44 1.092
50 H -2.3790 2.2102 5.8842  C45 1.090
51 H -2.5230 3.9647 6.0088  C45 1.094
52 H -3.4806 3.8460 3.8724  O46 0.963
53 C 2.5041 -2.3269 -5.9075  C54 1.515, H56 1.090, H57 1.091, H58 1.092
54 C 1.6225 -2.6760 -4.7260  C53 1.515, O55 1.426, H59 1.093, H60 1.096
55 O 0.5159 -1.7891 -4.5733  C54 1.426, H61 0.971
56 H 2.9003 -1.3154 -5.8199  C53 1.090
57 H 3.3443 -3.0187 -5.9809  C53 1.091
58 H 1.9329 -2.3888 -6.8366  C53 1.092
59 H 2.1885 -2.6162 -3.7930  C54 1.093
60 H 1.2590 -3.7052 -4.8219  C54 1.096
61 H -0.0123 -1.8446 -5.3859  O55 0.971
62 C -2.7359 -2.0080 -3.3455  C63 1.515, H65 1.092, H66 1.093, H67 1.092
63 C -3.2828 -3.2498 -2.6705  C62 1.515, O64 1.424, H68 1.089, H69 1.096
64 O -3.2969 -4.3740 -3.5437  C63 1.424, H70 0.963
65 H -3.3265 -1.7740 -4.2343  C62 1.092
66 H -2.7654 -1.1512 -2.6681  C62 1.093
67 H -1.7014 -2.1602 -3.6614  C62 1.092
68 H -4.3193 -3.1022 -2.3693  C63 1.089
69 H -2.7046 -3.4756 -1.7677  C63 1.096
70 H -2.3916 -4.5518 -3.8186  O64 0.963
71 C -2.8726 -2.5907 -8.5469  C72 1.514, H74 1.090, H75 1.090, H76 1.092
72 C -2.1430 -3.1176 -7.3300  C71 1.514, O73 1.433, H77 1.089, H78 1.094
73 O -1.3871 -2.0941 -6.6701  C72 1.433, H79 0.964
74 H -2.1696 -2.1530 -9.2558  C71 1.090
75 H -3.4161 -3.3935 -9.0451  C71 1.090
76 H -3.5952 -1.8216 -8.2642  C71 1.092
77 H -1.4136 -3.8754 -7.6123  C72 1.089
78 H -2.8430 -3.5723 -6.6230  C72 1.094
79 H -2.0002 -1.4061 -6.3884  O73 0.964
80 C -3.2821 5.7584 0.9613  C81 1.516, H83 1.090, H84 1.090, H85 1.095
81 C -3.0567 6.0225 -0.5142  C80 1.516, O82 1.431, H86 1.088, H87 1.095
82 O -1.6889 6.3334 -0.7965  C81 1.431, H88 0.961
83 H -2.9836 6.6234 1.5533  C80 1.090
84 H -4.3324 5.5432 1.1603  C80 1.090
85 H -2.6930 4.8986 1.2964  C80 1.095
86 H -3.6401 6.8792 -0.8452  C81 1.088
87 H -3.3729 5.1594 -1.1087  C81 1.095
88 H -1.1747 5.5717 -0.5145  O82 0.961
89 C -1.2004 -4.7464 3.6265  C90 1.515, H92 1.089, H93 1.091, H94 1.094
90 C 0.2196 -4.4271 3.2053  C89 1.515, O91 1.426, H95 1.090, H96 1.098
91 O 0.4002 -4.5145 1.7934  C90 1.426, H97 0.962
92 H -1.4911 -5.7412 3.2935  C89 1.089
93 H -1.3050 -4.7033 4.7117  C89 1.091
94 H -1.8999 -4.0271 3.1894  C89 1.094
95 H 0.9196 -5.1456 3.6307  C90 1.090
96 H 0.5129 -3.4300 3.5582  C90 1.098
97 H -0.2090 -3.8911 1.3856  O91 0.962
98 C 2.4382 2.9771 -6.9915  C99 1.516, H101 1.090, H102 1.090, H103 1.095
99 C 2.9163 1.5427 -7.0989  C98 1.516, O100 1.426, H104 1.089, H105 1.096
100 O 3.9440 1.2408 -6.1571  C99 1.426, H106 0.962
101 H 3.2692 3.6685 -7.1320  C98 1.090
102 H 1.6750 3.1923 -7.7398  C98 1.090
103 H 2.0023 3.1649 -6.0049  C98 1.095
104 H 3.3588 1.3569 -8.0763  C99 1.089
105 H 2.0770 0.8493 -6.9754  C99 1.096
106 H 3.5866 1.3858 -5.2754  O100 0.962
107 C -4.0238 -8.3594 1.6184  C108 1.516, H110 1.090, H111 1.091, H112 1.093
108 C -2.9676 -8.6644 2.6623  C107 1.516, O109 1.426, H113 1.090, H114 1.095
109 O -2.8701 -7.6445 3.6541  C108 1.426, H115 0.963
110 H -3.8147 -7.4060 1.1321  C107 1.090
111 H -4.0544 -9.1393 0.8568  C107 1.091
112 H -5.0142 -8.2969 2.0755  C107 1.093
113 H -1.9798 -8.7155 2.2053  C108 1.090
114 H -3.1672 -9.6316 3.1346  C108 1.095
115 H -3.7218 -7.5778 4.0975  O109 0.963
116 C 4.6113 0.1810 7.5433  C117 1.516, H119 1.091, H120 1.090, H121 1.092
117 C 4.8642 1.6426 7.2307  C116 1.516, O118 1.427, H122 1.090, H123 1.094
118 O 3.6572 2.3807 7.0474  C117 1.427, H124 0.963
119 H 4.0260 -0.2859 6.7497  C116 1.091
120 H 5.5506 -0.3627 7.6475  C116 1.090
121 H 4.0568 0.0750 8.4782  C116 1.092
122 H 5.4102 1.7465 6.2926  C117 1.090
123 H 5.4705 2.1015 8.0174  C117 1.094
124 H 3.1546 2.3342 7.8673  O118 0.963

## Properties
Charge: +1
Orbital gap in eV: 8.809
E_LUMO in eV: -2.7
DFT total energy in a.u.: -3374.3824

Here are the Mulliken charges for atoms 1 to 5, given in e: -0.55, 0.06, -1.12, 0.03, -1.37

---

Entry from the Open Molecules 2025 dataset: a single C5H9N molecule (ωB97M-V/def2-TZVPD).

Last columns: bonded neighbours and bond lengths (Å).
Geometry (Å):
1 H 1.7458 -1.4151 -1.2930  N2 1.025
2 N 2.1498 -0.9367 -0.4809  H1 1.025, C3 1.298
3 C 1.3091 -0.0694 -0.0060  N2 1.298, C4 1.508, C5 1.490
4 C 1.7598 0.8947 1.0630  C3 1.508, H8 1.094, H9 1.093, H10 1.093
5 C 0.0011 0.2060 -0.6638  C3 1.490, C6 1.335, H11 1.082
6 C -1.0079 -0.4113 -0.0456  C5 1.335, C7 1.485, H12 1.145
7 C -2.4509 -0.3676 -0.3937  C6 1.485, H13 1.094, H14 1.095, H15 1.094
8 H 2.0824 0.3273 1.9403  C4 1.094
9 H 0.9544 1.5745 1.3534  C4 1.093
10 H 2.6017 1.4847 0.6909  C4 1.093
11 H -0.0555 0.7846 -1.5763  C5 1.082
12 H -0.6044 -0.9940 0.8537  C6 1.145
13 H -3.0248 0.0787 0.4241  C7 1.094
14 H -2.6322 0.2230 -1.2982  C7 1.095
15 H -2.8285 -1.3795 -0.5680  C7 1.094

## Properties
Charge: 0
SMILES string: [H]/N=C(C)\C=C\C
Orbital gap in eV: 10.479
Relative energy (zero: lowest compared OMol25 entry of this formula, charge and spin) in kcal per mole: 28.9
E_LUMO in eV: 1.1
DFT total energy in a.u.: -250.6209

Here are the Mulliken charges for atoms 1 to 5, given in e: 0.27, -0.69, 0.51, -1.05, -0.49

---

Entry from the Open Molecules 2025 dataset: 2 unconnected molecules or ions with the total composition C5H14O (ωB97M-V/def2-TZVPD).

Last columns: bonded neighbours and bond lengths (Å).
Geometry (Å):
1 C 1.4496 0.9634 -1.3908  C2 1.551, H5 1.103, H6 1.073, H7 1.088
2 C 0.3182 1.3446 -0.4015  C1 1.551, C3 1.509, O4 1.428, H8 1.105
3 C 0.4406 2.7491 0.1353  C2 1.509, H9 1.101, H10 1.091, H11 1.093
4 O -1.0130 1.1803 -0.8931  C2 1.428, H12 0.961
5 H 2.1595 0.2591 -0.9254  C1 1.103
6 H 2.1493 1.7703 -1.4932  C1 1.073
7 H 0.9177 0.8045 -2.3270  C1 1.088
8 H 0.3439 0.4913 0.3009  C2 1.105
9 H -0.5158 3.0594 0.5848  C3 1.101
10 H 1.1586 2.7065 0.9556  C3 1.091
11 H 0.7273 3.5321 -0.5713  C3 1.093
12 H -1.0690 0.8522 -1.7945  O4 0.961
13 C -1.4424 -1.9853 1.0763  C14 1.556, H15 1.151, H16 1.067, H17 1.081
14 C -0.3371 -3.0602 0.8694  C13 1.556, H18 1.084, H19 1.097, H20 1.076
15 H -0.9497 -1.1199 1.6532  C13 1.151
16 H -1.8389 -1.5625 0.1809  C13 1.067
17 H -2.1944 -2.2839 1.7924  C13 1.081
18 H 0.4219 -2.5732 0.2675  C14 1.084
19 H -0.6622 -3.7826 0.1099  C14 1.097
20 H -0.0642 -3.3452 1.8704  C14 1.076

## Properties
Charge: 0
SMILES string: CC(C)O.CC
Orbital gap in eV: 10.982
Relative energy (zero: lowest compared OMol25 entry of this formula, charge and spin) in kcal per mole: 35.6
E_LUMO in eV: 0.9
DFT total energy in a.u.: -274.0852

Here are the Mulliken charges for atoms 1 to 5, given in e: -1.15, 0.86, -1.34, -0.54, 0.32

---

Entry from the Open Molecules 2025 dataset: 4 unconnected molecules or ions with the total composition C2H13NO4 (ωB97M-V/def2-TZVPD).

Last columns: bonded neighbours and bond lengths (Å).
Geometry (Å):
1 N -1.3199 0.5817 -2.0115  C2 1.465, H5 1.005, H6 1.019
2 C -1.3545 -0.8469 -1.6875  N1 1.465, C3 1.557, H7 1.102, H8 1.084
3 C -0.0346 -1.1613 -0.9236  C2 1.557, O4 1.408, H9 1.099, H10 1.111
4 O 0.4382 -2.4873 -0.8986  C3 1.408, H11 0.955
5 H -1.3121 1.1136 -1.1591  N1 1.005
6 H -2.1987 0.7224 -2.5081  N1 1.019
7 H -2.0712 -1.0116 -0.8665  C2 1.102
8 H -1.5173 -1.6168 -2.4333  C2 1.084
9 H 0.7810 -0.5388 -1.3160  C3 1.099
10 H -0.0758 -0.6645 0.0696  C3 1.111
11 H -0.3152 -3.0691 -0.8181  O4 0.955
12 O 1.0987 -1.8323 2.5681  H13 0.977, H14 0.977
13 H 0.7432 -2.7422 2.5687  O12 0.977
14 H 0.8445 -1.6656 1.6395  O12 0.977
15 O 0.0357 1.9996 3.7621  H16 0.963, H17 0.944
16 H 0.2569 1.5293 4.5726  O15 0.963
17 H 0.4878 1.4940 3.1056  O15 0.944
18 O 0.9966 3.3301 -1.7588  H19 0.954, H20 0.957
19 H 0.4898 3.8136 -1.1103  O18 0.954
20 H 0.6771 2.4279 -1.7406  O18 0.957

## Properties
Charge: 0
SMILES string: NCCO.O.O.O
Orbital gap in eV: 10.450
Relative energy (zero: lowest compared OMol25 entry of this formula, charge and spin) in kcal per mole: 38.5
E_LUMO in eV: 0.3
DFT total energy in a.u.: -439.6615

Here are the Mulliken charges for atoms 1 to 5, given in e: -0.58, -0.57, -0.18, -0.50, 0.24

---

| no. | HOMO level (eV) |
| --- | --- |
| 1 | -11.53 |
| 2 | -9.40 |
| 3 | -10.06 |
| 4 | -10.13 |